[1]
Entry from the OMol25 dataset: a molecular structure, C16H9F30N8O20S10Zn at a distorted geometry (ωB97M-V/def2-TZVPD).

Geometry (Å):
Zn 1.09181 -4.06883 -1.70273
C 0.78098 -3.54497 -5.94014
F 0.48110 -2.26566 -5.91960
F 0.54651 -4.10085 -7.09980
F 2.07277 -3.61477 -5.58049
S -0.22852 -4.37923 -4.54873
O -0.97248 -3.35139 -3.84918
O -1.02376 -5.40438 -5.20357
N 0.91369 -4.95514 -3.39612
S 1.59858 -6.32892 -3.89317
O 1.54107 -6.57554 -5.30827
O 2.90024 -6.42743 -3.27948
C 0.66118 -7.79920 -3.08226
F 0.70388 -7.67962 -1.76156
F -0.62163 -7.66061 -3.42751
F 1.12058 -8.92552 -3.56305
C 1.63633 3.18194 2.73713
F 1.78315 4.23501 3.52783
F 0.60238 3.43480 1.97150
F 2.76227 2.99564 2.01979
S 1.41700 1.61686 3.79430
O 0.61442 0.68766 3.02796
O 2.70525 1.09771 4.15215
N 0.37931 2.17737 5.03329
S 1.22921 2.66305 6.30404
O 2.50923 3.31411 6.06259
O 0.47058 3.51978 7.21717
C 1.68538 1.10684 7.31506
F 2.82976 1.28291 8.00391
F 0.67449 0.83497 8.15461
F 1.88100 0.05688 6.53060
C -4.25300 3.03893 1.61363
F -5.12867 3.47632 2.51336
F -4.94406 2.80426 0.50908
F -3.40434 4.04396 1.36499
S -3.32557 1.46434 2.12662
O -4.05291 0.39523 1.46300
O -1.93376 1.48405 1.74882
N -3.34738 1.47723 3.87109
S -4.64417 0.58156 4.14277
O -5.88348 1.07399 3.54859
O -4.45408 -0.84509 3.95273
C -4.91076 0.68217 6.03221
F -5.23515 1.92071 6.40238
F -5.90900 -0.12441 6.40185
F -3.77547 0.35678 6.64733
C -1.18888 5.09376 -2.79119
F -1.14262 5.55930 -4.06107
F -1.03648 3.75967 -2.80552
F -0.07947 5.52179 -2.14913
S -2.72142 5.78990 -1.92999
O -3.77618 4.86621 -2.25310
O -2.42200 5.94551 -0.53764
N -2.77889 7.34252 -2.60678
S -3.72146 7.40361 -3.91372
O -3.44614 8.63917 -4.64979
O -3.81285 6.22446 -4.77675
C -5.49818 7.55410 -3.16715
F -6.24611 6.69025 -3.84225
F -5.48394 7.33363 -1.86768
F -5.96536 8.79975 -3.34071
C -0.31956 -0.06291 -2.65526
F -0.30291 1.22819 -2.77832
F -1.31600 -0.45820 -1.89190
F -0.49932 -0.66921 -3.83247
S 1.35054 -0.72130 -1.92434
O 2.11243 -1.04720 -3.09805
O 2.02173 0.25737 -1.12662
N 0.91340 -2.24515 -1.14476
S 0.36669 -1.80255 0.34792
O -0.09659 -0.45471 0.54602
O -0.55305 -2.81428 0.81701
C 1.87671 -1.95833 1.49449
F 2.43047 -3.15600 1.26130
F 2.76669 -1.00214 1.28139
F 1.52518 -1.91945 2.75203
C 2.34482 -7.18200 1.65586
C 2.03100 -6.15403 0.65928
N 1.82599 -5.35074 -0.12232
H 3.02248 -6.71869 2.37494
H 2.85358 -8.06126 1.26512
H 1.48729 -7.55575 2.21139
C 3.21691 3.07601 -3.46784
C 3.38884 4.50300 -3.15061
N 3.64847 5.58342 -2.86730
H 4.14528 2.70191 -3.89617
H 2.46262 2.88913 -4.23234
H 2.90032 2.53982 -2.57448
C 5.31327 -4.70937 1.25547
C 6.46527 -4.05873 0.68562
N 7.37825 -3.57235 0.18941
H 5.58791 -5.33284 2.10213
H 4.86521 -5.30126 0.45279
H 4.56208 -3.94757 1.46834

For the HOMO energy, the calculation gives -2.5 eV. As for the total charge: -3. The orbital gap comes out at 5.49 eV. The molecular weight comes out at 1589.3 u. For the energy relative to the best compared isomer or geometry (same formula, charge and spin), the calculation gives 3.128 eV.

Here are the Löwdin charges for atoms 1 to 2, given in e: 0.816 -0.662

---

[2]
Entry from the OMol25 dataset: a molecular structure, C17H10AuINO4 (ωB97M-V/def2-TZVPD).

Geometry (Å):
Au 0.11415 0.39718 -0.46628
O -3.45575 2.98583 -0.79789
C -2.32133 2.32528 -0.71296
O -2.24689 1.11008 -0.65270
C -1.10906 3.19427 -0.70481
C -1.09791 4.56950 -0.68905
C 0.14368 5.21495 -0.69933
C 1.30793 4.47355 -0.75923
C 1.20822 3.08708 -0.77759
N 0.02996 2.49501 -0.72808
C 2.37961 2.13983 -0.88930
O 3.48685 2.57662 -1.04685
O 2.08584 0.85608 -0.81485
H -4.19618 2.35909 -0.79972
H -2.02649 5.12154 -0.67712
H 0.18618 6.29520 -0.67408
H 2.29116 4.92155 -0.79897
I 0.06419 0.21944 2.34758
C 0.12743 -1.85355 2.07687
C 0.09875 -2.64900 3.17943
C 0.11936 -4.05207 3.01118
C 0.15747 -4.58969 1.76061
C 0.19194 -3.76787 0.60727
C 0.22875 -4.32979 -0.69551
C 0.27580 -3.54452 -1.80430
C 0.30145 -2.13315 -1.66884
C 0.22445 -1.58366 -0.42957
C 0.18635 -2.35683 0.75977
H 0.05747 -2.22499 4.17316
H 0.09707 -4.68899 3.88439
H 0.15574 -5.66393 1.62629
H 0.23030 -5.40823 -0.79080
H 0.31577 -3.98092 -2.79262
H 0.38775 -1.51492 -2.55608

For the HOMO energy, the calculation gives -11.6 eV. As for the total charge: +1. The orbital gap comes out at 6.07 eV. The molecular weight comes out at 616.1 u. For the energy relative to the best compared isomer or geometry (same formula, charge and spin), the calculation gives 1.031 eV.

Here are the Löwdin charges for atoms 1 to 2, given in e: 1.060 0.183

---

[3]
Entry from the OMol25 dataset: 2 unconnected molecules or ions with the total composition C17H10Cl4NO4 at a distorted geometry (ωB97M-V/def2-TZVPD).

Geometry (Å):
Cl 0.30763 5.69982 2.09285
C 1.19937 4.25119 1.88293
C 0.53437 3.04243 1.74871
Cl -1.15781 2.92145 1.84768
C 1.23520 1.82042 1.37623
O 0.69485 0.83769 0.88363
C 2.73966 1.81885 1.73511
O 3.32275 0.75833 1.94205
C 3.37493 3.12972 1.79080
Cl 5.06950 3.12767 1.87660
C 2.63592 4.30167 1.81693
Cl 3.42339 5.81998 1.80018
C -4.60322 1.33710 -2.08720
C -4.03931 0.23331 -1.23079
O -2.61479 0.28245 -1.40165
C -2.00367 -0.71130 -0.68707
C -0.59929 -0.74590 -0.99237
C 0.18952 -1.84755 -0.70520
C -0.12933 -2.78788 0.33330
C 0.70990 -3.85384 0.58794
C 1.85162 -4.07180 -0.20481
C 2.71006 -5.18378 0.07750
N 3.42223 -6.07833 0.33563
C 2.15310 -3.18930 -1.25755
C 1.36408 -2.08533 -1.49068
O -2.65418 -1.44579 0.06159
H -5.68708 1.37245 -1.98024
H -4.19148 2.30409 -1.78603
H -4.37319 1.17949 -3.14540
H -4.28999 0.39417 -0.17009
H -4.42048 -0.75016 -1.55084
H -0.21764 0.05513 -1.60874
H -1.04717 -2.62774 0.89666
H 0.48398 -4.54560 1.40111
H 3.02381 -3.38461 -1.89010
H 1.58276 -1.37854 -2.29867

For the HOMO energy, the calculation gives -3.1 eV. As for the total charge: -1. The orbital gap comes out at 2.89 eV. The molecular weight comes out at 434.1 u. For the energy relative to the best compared isomer or geometry (same formula, charge and spin), the calculation gives 0.929 eV.

Here are the Löwdin charges for atoms 1 to 2, given in e: 0.686 -0.702

---

[4]
Entry from the OMol25 dataset: a molecular structure, C17H10Cl5N4O8PtS at a distorted geometry (ωB97M-V/def2-TZVPD).

Geometry (Å):
Pt 0.20291 0.21269 0.90288
Cl 3.31178 -4.24024 -5.00909
C 2.83846 -3.20858 -3.71113
C 1.63463 -2.50066 -3.74524
Cl 0.65999 -2.61754 -5.16741
C 1.20899 -1.72228 -2.68073
Cl -0.28386 -0.90200 -2.80178
C 1.94695 -1.62597 -1.44751
O 1.45732 -1.09813 -0.38306
C 3.25618 -2.21826 -1.53370
Cl 4.58418 -1.92842 -0.18344
C 3.62250 -3.04553 -2.58301
Cl 5.16337 -3.87438 -2.57229
O -2.92614 1.02117 -1.63070
C -2.22605 0.99062 -0.62825
O -1.05727 0.44825 -0.62925
C -2.77043 1.62898 0.63882
C -4.03413 2.17914 0.52189
C -4.64049 2.83242 1.58072
C -4.00089 2.95225 2.80123
C -2.76188 2.38271 2.93641
C -2.07682 1.72262 1.87385
O -0.87287 1.32228 2.11298
N -2.14922 2.47824 4.26605
O -1.56529 1.51257 4.70589
O -2.30204 3.52792 4.87217
N -5.96878 3.40527 1.42089
O -6.51574 3.29836 0.33901
O -6.46855 3.96632 2.38349
H -4.52922 2.09289 -0.43430
H -4.46217 3.46677 3.62981
S 1.49538 0.15944 2.86223
C 2.87565 -0.55827 2.10403
N 2.91657 -1.90567 1.97584
C 3.41170 -2.60222 0.96834
C 5.74626 -1.80106 1.03075
C 4.07966 -0.21654 0.04056
N 3.52718 0.16474 1.17729
H 2.19548 -2.35653 2.52830
H 5.05705 -3.16489 -0.42922
H 2.88464 -3.50511 0.67657
H 5.38340 -1.46864 -1.16544
H 6.20079 -2.74944 1.28716
H 4.18246 0.45339 -0.80028
H 5.94824 -0.85499 1.50034
H 3.27553 1.14752 1.24741

For the HOMO energy (alpha / beta), the calculation gives -5.1 / -5.1 eV. As for the total charge: -1. The orbital gap (alpha / beta) comes out at 6.30 / 6.31 eV. The molecular weight comes out at 802.7 u. For the energy relative to the best compared isomer or geometry (same formula, charge and spin), the calculation gives 19.002 eV.

Here are the Löwdin charges for atoms 1 to 2, given in e: 0.968 0.642

---

[5]
Entry from the OMol25 dataset: a molecular structure, C17H11BF14FeN3 at a distorted geometry (ωB97M-V/def2-TZVPD).

Geometry (Å):
Fe -0.18774 -0.38224 0.62993
C 0.43030 2.93426 -0.13488
N 0.01178 2.05933 0.94766
C -1.30458 2.40545 1.45264
C -2.36364 1.93028 0.46900
N -2.17983 0.50831 0.28911
C -3.04965 -0.23366 -0.39669
C -2.84316 -1.63707 -0.42211
F -1.72022 -2.08976 0.20624
C -3.66336 -2.54374 -1.04269
F -3.38511 -3.84923 -1.01064
C -4.79354 -2.09842 -1.71135
F -5.63270 -2.96807 -2.30373
C -5.03172 -0.73741 -1.76082
F -6.09196 -0.28698 -2.44267
C -4.19603 0.16406 -1.13258
F -4.49444 1.47666 -1.27916
C 1.04652 1.96763 1.96845
C 2.28562 1.22950 1.41828
N 1.83733 0.36014 0.35754
C 2.65544 -0.34441 -0.41766
C 2.07334 -1.11408 -1.45949
F 0.70960 -1.09628 -1.52962
C 2.77812 -1.84950 -2.37510
F 2.14698 -2.52167 -3.34630
C 4.16251 -1.88423 -2.30808
F 4.88061 -2.57505 -3.21556
C 4.78889 -1.17951 -1.29477
F 6.12575 -1.22350 -1.20613
C 4.07033 -0.43056 -0.38635
F 4.76729 0.23768 0.56001
H 0.67615 3.94199 0.23659
H -0.36390 3.02184 -0.87346
H 1.30473 2.51274 -0.62646
H -1.41186 3.48579 1.64149
H -1.45408 1.86918 2.39261
H -2.27198 2.47113 -0.47881
H -3.35271 2.16518 0.87774
H 0.63793 1.39490 2.80315
H 1.33836 2.96336 2.33903
H 2.73522 0.66462 2.24143
H 3.02885 1.94694 1.05170
F 0.77026 -2.24486 0.88150
B 1.10214 -2.18231 2.28543
F 2.43141 -1.86713 2.46464
F 0.71196 -3.31727 2.94404
F 0.28480 -1.05404 2.69690

For the HOMO energy (alpha / beta), the calculation gives -4.5 / -4.5 eV. As for the total charge: -1. The spin multiplicity is 5. As for the expectation value of S²: 6.0071. The orbital gap (alpha / beta) comes out at 7.12 / 7.10 eV. The molecular weight comes out at 589.9 u. For the energy relative to the best compared isomer or geometry (same formula, charge and spin), the calculation gives 0.000 eV.

Here are the Löwdin charges for atoms 1 to 2, given in e: 0.976 -0.067

---

| no. | calculated total energy (Eh) |
| --- | --- |
| 1 | -11315.0287 |
| 2 | -1442.6671 |
| 3 | -2850.2952 |
| 4 | -4292.5677 |
| 5 | -3505.6454 |